{
  "formula": "C3H8O",
  "method": "ωB97M-V with the def2-TZVPD basis set",
  "smiles": "CCCO",
  "multiplicity": 1,
  "symbols": ["C", "C", "C", "O", "H", "H", "H", "H", "H", "H", "H", "H"],
  "xyz": [[0.147, 1.563, -0.133], [-0.497, 0.237, 0.259], [0.338, -0.981, -0.113], [-0.170, -2.108, 0.583], [1.184, 1.614, 0.221], [-0.395, 2.404, 0.312], [0.157, 1.711, -1.219], [-0.646, 0.195, 1.344], [-1.490, 0.138, -0.196], [1.386, -0.818, 0.182], [0.334, -1.138, -1.202], [-0.346, -2.817, -0.038]],
  "mulliken_charge": [-1.117, -0.278, -0.403, -0.522, 0.320, 0.315, 0.300, 0.301, 0.228, 0.229, 0.315, 0.311]
}



{
  "formula": "C3H8O",
  "method": "ωB97M-V with the def2-TZVPD basis set",
  "smiles": "CCOC",
  "multiplicity": 1,
  "symbols": ["C", "C", "O", "C", "H", "H", "H", "H", "H", "H", "H", "H"],
  "xyz": [[-1.761, 0.147, 0.041], [-0.372, -0.274, -0.441], [0.570, 0.705, -0.047], [1.821, 0.168, 0.289], [-2.375, 0.577, -0.754], [-2.305, -0.696, 0.475], [-1.632, 0.904, 0.819], [-0.342, -0.392, -1.536], [-0.101, -1.248, -0.008], [1.757, -0.459, 1.194], [2.248, -0.441, -0.522], [2.491, 1.007, 0.491]],
  "mulliken_charge": [-0.967, -0.265, -0.348, -0.705, 0.252, 0.288, 0.306, 0.285, 0.313, 0.307, 0.295, 0.240]
}



{
  "formula": "C3H8O",
  "method": "ωB97M-V with the def2-TZVPD basis set",
  "smiles": "CC(C)=O.[H][H]",
  "multiplicity": 1,
  "symbols": ["C", "C", "C", "O", "H", "H", "H", "H", "H", "H", "H", "H"],
  "xyz": [[0.418, 1.240, 0.098], [-0.491, 0.047, 0.304], [-1.067, -0.602, -0.939], [-0.762, -0.365, 1.413], [0.902, 1.507, 1.040], [1.173, 1.030, -0.668], [-0.176, 2.093, -0.255], [2.150, -1.417, 1.204], [-0.324, -0.683, -1.739], [-1.451, -1.592, -0.682], [-1.895, 0.008, -1.321], [1.493, -1.275, 1.525]],
  "mulliken_charge": [-1.017, 0.743, -1.091, -0.526, 0.276, 0.340, 0.342, 0.182, 0.324, 0.306, 0.299, -0.178]
}



{
  "formula": "C3H8O",
  "method": "ωB97M-V with the def2-TZVPD basis set",
  "multiplicity": 1,
  "symbols": ["C", "C", "C", "H", "H", "H", "H", "H", "H", "H", "H", "O"],
  "xyz": [[1.368, 0.276, -0.120], [0.396, -0.823, 0.057], [-1.640, 0.329, 0.007], [2.412, -0.066, 0.224], [1.437, 0.752, -1.221], [1.163, 1.199, 0.403], [0.291, -1.165, 1.169], [0.801, -1.641, -0.533], [-1.390, 1.206, -0.891], [-2.797, -0.085, 0.064], [-1.119, 0.792, 1.172], [-0.921, -0.774, -0.332]],
  "mulliken_charge": [-0.951, -0.282, -0.488, 0.301, 0.247, 0.321, 0.330, 0.270, 0.170, 0.208, 0.216, -0.341]
}



{
  "formula": "C3H8O2",
  "method": "ωB97M-V with the def2-TZVPD basis set",
  "smiles": "C=C(C)O.O",
  "multiplicity": 1,
  "symbols": ["C", "C", "O", "C", "H", "H", "H", "H", "H", "H", "H", "H", "O"],
  "xyz": [[-1.659, 0.556, 0.761], [-0.823, -0.454, 0.472], [-1.064, -1.157, -0.673], [0.384, -0.788, 1.269], [-1.311, 1.293, 1.462], [-2.630, 0.470, 0.297], [-1.631, -0.683, -1.281], [0.295, -0.266, 2.203], [1.253, -0.435, 0.713], [0.541, -1.800, 1.637], [2.492, 1.674, -1.838], [1.706, 0.501, -2.430], [2.447, 1.088, -2.594]],
  "mulliken_charge": [-1.016, 0.810, -0.532, -0.971, 0.246, 0.301, 0.323, 0.299, 0.217, 0.322, 0.316, 0.319, -0.636]
}



{
  "formula": "C3H8O2",
  "method": "ωB97M-V with the def2-TZVPD basis set",
  "smiles": "C=C(C)O.O",
  "multiplicity": 1,
  "symbols": ["C", "C", "O", "C", "H", "H", "H", "H", "H", "H", "H", "H", "O"],
  "xyz": [[-1.692, -0.585, 0.289], [-0.421, -0.249, 0.459], [-0.147, 1.162, 0.291], [0.821, -0.994, 0.805], [-1.940, -1.615, 0.515], [-2.385, 0.114, -0.141], [-0.004, 1.425, 1.206], [0.702, -2.046, 0.546], [1.651, -0.459, 0.363], [0.940, -1.001, 1.893], [0.548, 1.925, -1.499], [1.181, 0.751, -2.344], [0.745, 1.572, -2.383]],
  "mulliken_charge": [-0.798, 0.618, -0.531, -1.051, 0.243, 0.297, 0.281, 0.331, 0.308, 0.309, 0.337, 0.285, -0.629]
}



{
  "formula": "C3H8O2",
  "method": "ωB97M-V with the def2-TZVPD basis set",
  "smiles": "O=CCO.C",
  "multiplicity": 1,
  "symbols": ["C", "C", "O", "C", "O", "H", "H", "H", "H", "H", "H", "H", "H"],
  "xyz": [[1.077, 0.272, 1.606], [-1.065, 0.674, -0.798], [-0.279, 1.494, -1.214], [-0.806, -0.804, -0.954], [0.465, -1.036, -1.481], [1.902, 0.087, 2.297], [0.136, -0.002, 2.094], [1.052, 1.331, 1.337], [-2.003, 0.975, -0.293], [0.811, -0.159, -1.724], [-0.915, -1.285, 0.029], [-1.596, -1.219, -1.602], [1.219, -0.329, 0.704]],
  "mulliken_charge": [-0.947, 0.167, -0.497, -0.516, -0.534, 0.323, 0.224, 0.241, 0.374, 0.364, 0.270, 0.331, 0.202]
}



{
  "formula": "C3H8O2",
  "method": "ωB97M-V with the def2-TZVPD basis set",
  "smiles": "CCC=O.O",
  "multiplicity": 1,
  "symbols": ["O", "C", "C", "C", "H", "H", "H", "H", "H", "H", "H", "H", "O"],
  "xyz": [[1.463, -0.489, -0.507], [0.652, -1.199, 0.028], [-0.530, -0.612, 0.800], [-1.687, -0.720, -0.198], [0.603, -2.287, -0.116], [-0.208, 0.394, 1.034], [-0.658, -1.245, 1.679], [-1.981, 0.207, -0.691], [-2.591, -1.160, 0.222], [-1.435, -1.375, -1.041], [0.971, 2.766, -0.675], [0.165, 1.595, -0.144], [0.349, 2.505, 0.027]],
  "mulliken_charge": [-0.474, 0.009, -0.534, -0.961, 0.398, 0.387, 0.289, 0.284, 0.315, 0.311, 0.303, 0.311, -0.637]
}



How do the records compare in gap between HOMO and LUMO? In the order shown, they have 11.291, 10.903, 10.754, 10.464, 9.456, 10.335, 11.537, 10.973 eV.